[1]
Here is H4N2S2 in the gas phase in a non-equilibrium geometry from OMol25. Energies are from ωB97M-V/def2-TZVPD.

The geometry in XYZ format:
```
8
Properties=species:S:1:pos:R:3:mulliken_charge:R:1
N -0.419 1.257 -0.251 -0.4632
N 0.041 -0.164 -0.373 -0.0849
S -1.036 -1.314 0.074 -0.1231
S 1.665 -0.289 0.114 -0.1365
H -0.346 1.474 0.774 0.2611
H -1.333 1.377 -0.553 0.2541
H -0.688 -1.656 1.439 0.1256
H 2.115 -0.685 -1.223 0.1669
```

The value obtained for the energy is -908.18085 a.u. As for the HOMO energy: -8.927 eV. The spin multiplicity is 1. Its LUMO energy is 0.0218 Ha. Its SMILES is NN(S)S. As for the relative energy (zero: lowest compared OMol25 entry of this formula, charge and spin): 44.1 kcal/mol. For the gap between HOMO and LUMO, the calculation gives 9.5 eV. As for the net charge: 0.

***

[2]
Here is a gas-phase ion, C3H7N2O2 (charge -1) from OMol25. Energies are from ωB97M-V/def2-TZVPD.

The geometry in XYZ format:
```
14
Properties=species:S:1:pos:R:3:mulliken_charge:R:1
N 0.212 1.796 1.236 -0.3584
C -0.246 0.567 1.602 0.4217
O -0.816 0.382 2.666 -0.6706
C 0.003 -0.508 0.571 -0.3777
N -0.170 0.018 -0.769 -0.3824
C 0.206 -1.016 -1.832 -0.4664
O 0.047 -2.287 -1.485 -0.8555
H 0.592 1.884 0.306 0.2679
H 0.068 2.577 1.849 0.2103
H -0.615 -1.359 0.842 0.2535
H 1.023 -0.914 0.616 0.3118
H -1.143 0.315 -0.850 0.2015
H 1.268 -0.744 -2.054 0.1915
H -0.429 -0.711 -2.698 0.2528
```

The value obtained for the energy is -378.52099 a.u. As for the HOMO energy: -2.627 eV. The spin multiplicity is 1. Its LUMO energy is 0.1424 Ha. Its SMILES is NC(=O)CNC[O-]. As for the relative energy (zero: lowest compared OMol25 entry of this formula, charge and spin): 35.8 kcal/mol. For the gap between HOMO and LUMO, the calculation gives 6.5 eV. As for the net charge: -1.

***

[3]
Here is a molecular structure, C22H14F5N2O3SW in a non-equilibrium geometry from OMol25. Energies are from ωB97M-V/def2-TZVPD.

The geometry in XYZ format:
```
48
Properties=species:S:1:pos:R:3:mulliken_charge:R:1
W -0.769 0.158 -0.126 1.6849
O -1.544 0.213 1.801 -0.8514
C -0.857 0.641 2.846 0.8855
C -0.567 -0.121 3.974 -0.7095
C 0.211 0.425 4.976 -0.4386
C 0.682 1.741 4.923 -0.7289
C 0.377 2.522 3.834 -0.5863
C -0.353 1.968 2.773 0.1420
C -0.702 2.738 1.629 0.0644
N -0.951 2.269 0.441 -0.1028
C -1.714 3.116 -0.486 -0.7819
C -2.921 2.286 -0.884 -0.7068
N -2.394 0.971 -1.254 -0.1497
C -2.660 0.446 -2.400 0.1918
C -1.891 -0.617 -2.996 0.2606
C -2.492 -1.514 -3.887 -0.6783
C -1.742 -2.494 -4.496 -0.7091
C -0.371 -2.550 -4.250 -0.6300
C 0.253 -1.644 -3.411 -0.5543
C -0.496 -0.670 -2.771 0.7693
O 0.048 0.232 -1.908 -0.8019
H -0.947 -1.132 4.040 0.5030
H 0.455 -0.186 5.835 0.4178
H 1.280 2.135 5.732 0.4408
H 0.737 3.541 3.762 0.4557
H -0.847 3.810 1.769 0.4833
H -1.102 3.359 -1.358 0.2728
H -2.027 4.041 -0.003 0.5203
H -3.473 2.733 -1.710 0.5317
H -3.588 2.171 -0.027 0.2534
H -3.437 0.908 -3.009 0.5035
H -3.558 -1.445 -4.068 0.4822
H -2.208 -3.209 -5.158 0.4255
H 0.229 -3.316 -4.725 0.4160
H 1.320 -1.688 -3.242 0.5276
F 4.884 -3.924 -0.158 -0.2805
C 4.124 -2.864 0.072 0.7536
C 2.802 -2.855 -0.346 -0.5867
F 2.275 -3.890 -0.988 -0.2822
C 2.058 -1.729 -0.072 0.2332
F 0.759 -1.669 -0.479 -0.1222
C 2.534 -0.609 0.568 0.4861
S 1.481 0.751 0.866 -0.3433
C 3.861 -0.648 0.980 0.3631
F 4.391 0.389 1.619 -0.3093
C 4.648 -1.761 0.734 0.0677
F 5.911 -1.782 1.135 -0.2621
O -1.713 -1.244 -0.095 -0.5200
```

The value obtained for the energy is -2146.39812 a.u. As for the HOMO energy: -11.255 eV. The spin multiplicity is 1. Its LUMO energy is -0.1764 Ha. As for the relative energy (zero: lowest compared OMol25 entry of this formula, charge and spin): 36.9 kcal/mol. For the gap between HOMO and LUMO, the calculation gives 6.5 eV. As for the net charge: +1.